C18H41ClNO8P2 | wB97M-V/def2-TZVPD

Bonds (Å) are listed after each position.
Positions of all 71 atoms, in Å:
1 C 6.549 -2.375 -2.951  C2 1.517, H9 1.171, H10 1.170
2 C 5.365 -1.916 -3.780  C1 1.517, C3 1.639, H11 1.173
3 C 3.867 -2.289 -3.226  C2 1.639, C4 1.639, N7 1.529, H12 1.177
4 C 3.187 -3.738 -3.582  C3 1.639, C5 1.673, H13 1.194, H14 1.170
5 C 1.879 -3.618 -2.546  C4 1.673, C6 1.673, H15 1.176, H16 1.173
6 C 1.541 -1.991 -2.740  C5 1.673, N7 1.542, H17 1.190, H18 1.172
7 N 2.702 -1.344 -3.520  C3 1.529, C6 1.542, Cl8 1.727, H19 1.062
8 Cl 2.998 0.345 -3.318  N7 1.727
9 H 6.920 -1.833 -1.982  C1 1.171
10 H 7.113 -3.322 -3.344  C1 1.170
11 H 5.522 -1.278 -4.752  C2 1.173
12 H 3.904 -2.250 -2.051  C3 1.177
13 H 2.617 -3.671 -4.628  C4 1.194
14 H 3.925 -4.634 -3.432  C4 1.170
15 H 2.335 -3.885 -1.495  C5 1.176
16 H 1.127 -4.388 -3.010  C5 1.173
17 H 1.583 -1.360 -1.732  C6 1.190
18 H 0.486 -2.025 -3.249  C6 1.172
19 H 2.362 -1.437 -4.522  N7 1.062
20 O 0.092 3.034 2.599  P21 1.548
21 P 1.205 2.110 2.050  O20 1.548, O22 1.656, O25 1.669, O28 1.730
22 O 1.415 1.287 3.472  P21 1.656, C23 1.415
23 C 0.504 0.252 3.787  O22 1.415, C24 1.516, H31 1.093, H32 1.094
24 C 0.766 -0.982 2.946  C23 1.516, H33 1.094, H34 1.094, H35 1.095
25 O 2.428 3.218 2.299  P21 1.669, C26 1.423
26 C 2.140 4.609 2.221  O25 1.423, C27 1.519, H36 1.093, H37 1.096
27 C 1.869 5.183 3.602  C26 1.519, H38 1.094, H39 1.094, H40 1.095
28 O 2.450 1.076 1.437  P21 1.730, C29 1.419
29 C 2.650 1.131 0.033  O28 1.419, C30 1.518, H41 1.097, H42 1.095
30 C 3.263 2.446 -0.416  C29 1.518, H43 1.094, H44 1.093, H45 1.096
31 H -0.524 0.602 3.660  C23 1.093
32 H 0.643 0.007 4.844  C23 1.094
33 H 0.531 -0.790 1.895  C24 1.094
34 H 0.151 -1.821 3.285  C24 1.094
35 H 1.821 -1.272 2.995  C24 1.095
36 H 1.309 4.796 1.536  C26 1.093
37 H 3.017 5.106 1.790  C26 1.096
38 H 1.157 4.580 4.173  C27 1.094
39 H 1.481 6.203 3.528  C27 1.094
40 H 2.792 5.206 4.190  C27 1.095
41 H 1.697 0.951 -0.479  C29 1.097
42 H 3.330 0.314 -0.228  C29 1.095
43 H 2.534 3.259 -0.341  C30 1.094
44 H 3.586 2.390 -1.459  C30 1.093
45 H 4.123 2.716 0.208  C30 1.096
46 O -4.786 -1.344 1.889  P47 1.548
47 P -4.126 -0.532 0.748  O46 1.548, O48 1.656, O51 1.669, O54 1.730
48 O -4.647 0.938 1.305  P47 1.656, C49 1.415
49 C -3.925 1.548 2.358  O48 1.415, C50 1.516, H57 1.093, H58 1.094
50 C -2.609 2.116 1.863  C49 1.516, H59 1.094, H60 1.094, H61 1.095
51 O -5.381 -0.774 -0.326  P47 1.669, C52 1.423
52 C -6.148 -1.970 -0.249  O51 1.423, C53 1.519, H62 1.093, H63 1.096
53 C -7.409 -1.751 0.571  C52 1.519, H64 1.094, H65 1.094, H66 1.095
54 O -3.388 0.375 -0.527  P47 1.730, C55 1.419
55 C -2.500 -0.355 -1.359  O54 1.419, C56 1.518, H67 1.097, H68 1.095
56 C -3.223 -1.359 -2.240  C55 1.518, H69 1.094, H70 1.093, H71 1.096
57 H -3.763 0.832 3.169  C49 1.093
58 H -4.545 2.359 2.750  C49 1.094
59 H -1.930 1.313 1.563  C50 1.094
60 H -2.120 2.702 2.647  C50 1.094
61 H -2.764 2.754 0.986  C50 1.095
62 H -5.546 -2.792 0.146  C52 1.093
63 H -6.427 -2.250 -1.271  C52 1.096
64 H -7.206 -1.253 1.524  C53 1.094
65 H -7.907 -2.703 0.775  C53 1.094
66 H -8.105 -1.105 0.028  C53 1.095
67 H -1.745 -0.853 -0.739  C55 1.097
68 H -1.985 0.371 -1.996  C55 1.095
69 H -3.591 -2.201 -1.646  C56 1.094
70 H -2.551 -1.763 -3.002  C56 1.093
71 H -4.087 -0.902 -2.736  C56 1.096

Computed properties:
Kohn-Sham gap: 6.78 eV
total charge: +1
LUMO level: -4.764 eV
calculated total energy: -2509.36955 Eh